## a
One molecule with the formula C19H19N3O4, computed with ωB97M-V/def2-TZVPD.

**Orbital gap**: 8.64 eV
**SMILES**: O=C(O)COCC(=O)Nc1ccc2c(c1)ncn2CCc1ccccc1
**E_LUMO**: 0.73 eV

The geometry in XYZ format:
```
45
C19H19N3O4 (ωB97M-V/def2-TZVPD)
H 2.984 1.558 1.025
H 2.993 -2.906 2.766
C -2.752 1.429 -2.996
H -0.459 -0.023 -2.814
O 1.478 -0.043 3.032
H -0.127 4.273 -0.428
C -0.314 -1.534 1.257
H -3.758 -1.883 -3.025
H -0.411 -3.427 0.226
C 4.577 -0.907 2.373
C -1.465 1.801 -2.313
H -0.451 0.413 2.137
H 5.402 -0.257 2.666
C -3.143 -1.706 -2.162
H -3.906 1.376 -1.156
C -0.834 -0.236 1.369
H 4.954 -1.819 1.882
O 3.909 -1.234 3.570
H 1.576 0.521 -1.558
C -1.800 0.226 0.503
N -2.371 -2.601 -1.629
C -3.705 0.722 -2.009
O 3.042 -0.733 0.518
C -2.240 -0.637 -0.488
C 0.857 2.437 -0.920
C 2.766 -2.035 3.398
N 0.729 -1.981 2.089
C -1.358 3.009 -1.635
H -2.174 1.234 0.589
C -0.392 0.919 -2.288
O 3.671 1.132 1.566
C -0.201 3.329 -0.947
H -4.651 0.493 -2.510
H -3.252 2.321 -3.377
C -1.766 -1.967 -0.572
C 1.587 -1.230 2.820
C 0.761 1.229 -1.589
H 0.979 -2.948 1.932
H 1.760 2.697 -0.385
N -3.131 -0.501 -1.527
H 2.496 -2.373 4.403
C -0.793 -2.421 0.307
H -2.186 3.704 -1.648
C 3.674 -0.175 1.379
H -2.552 0.756 -3.832
```

***

## b
One molecule with the formula C19H19N3O4, computed with ωB97M-V/def2-TZVPD.

**Orbital gap**: 8.65 eV
**SMILES**: Cc1cc(C)n(-c2ccc(C(=O)OCC(=O)NCc3ccco3)cc2)n1
**E_LUMO**: 0.10 eV

The geometry in XYZ format:
```
45
C19H19N3O4 (ωB97M-V/def2-TZVPD)
N -4.807 -0.803 0.377
H 6.076 2.781 -2.119
C -0.702 -1.252 -0.729
H -4.512 -0.776 -0.594
C -3.667 1.238 0.885
H 3.973 -1.007 2.151
C 5.817 1.758 -2.389
C 1.473 -1.293 0.298
H 4.406 0.640 2.593
H -5.761 1.053 0.529
H -0.151 -2.552 0.880
C -3.790 -2.982 0.253
C -4.959 0.494 1.015
C -2.106 -1.691 -0.809
C -2.313 2.684 0.004
H 6.739 1.184 -2.462
C -2.432 0.970 1.402
N 3.189 0.244 -0.516
H 2.153 -1.733 1.008
C 5.184 0.982 0.013
H -4.251 -3.084 -0.733
C 1.898 -0.277 -0.557
H 1.379 0.989 -2.192
H -3.785 -3.931 0.789
O -2.906 -1.261 -1.614
C 4.058 0.390 0.531
C 0.181 -1.770 0.216
H -2.190 0.199 2.105
H -5.208 0.311 2.063
H 2.726 0.251 2.195
C -0.265 -0.258 -1.605
H -0.956 0.129 -2.337
N 3.717 0.730 -1.654
C -1.551 1.918 0.829
O -4.678 -2.022 2.284
H -0.498 2.008 1.005
C -4.487 -1.899 1.096
O -2.420 -2.599 0.124
C 4.922 1.166 -1.362
C 3.765 0.044 1.947
O -3.592 2.276 0.027
H 6.073 1.254 0.545
H -2.075 3.517 -0.626
H 5.316 1.756 -3.352
C 1.020 0.225 -1.521
```

***

a comes first in stability; the runner-up is 80.1 kJ/mol higher.

***

## a
A 2-piece molecular cluster, C4H8O2P overall, computed with ωB97M-V/def2-TZVPD.

**Net charge**: -1
**Orbital gap (spin up / spin down)**: 7.53 / 5.97 eV
**E_LUMO (spin up / spin down)**: 3.85 / 3.61 eV

The geometry in XYZ format:
```
15
C4H8O2P (ωB97M-V/def2-TZVPD)
C -0.375 0.281 -3.231
H -1.216 0.767 -3.663
C 0.049 0.318 3.038
H 0.374 1.061 -3.365
C 0.444 0.609 -0.871
H -0.102 -0.533 -3.758
H 0.962 0.557 3.578
H -1.196 -0.592 -1.316
O 1.711 -1.785 2.030
C -0.400 0.130 -1.723
O -0.800 -2.153 1.937
H -0.287 1.248 2.502
H -0.723 0.002 3.851
P 0.306 -1.189 1.895
H 1.253 1.279 -0.905
```

***

## b
An isolated ion of composition C4H8O2P and charge -1, computed with ωB97M-V/def2-TZVPD.

**Net charge**: -1
**Orbital gap**: 8.29 eV
**SMILES**: C/C=C/[P@@](C)(=O)[O-]
**E_LUMO**: 3.96 eV

The geometry in XYZ format:
```
15
C4H8O2P (ωB97M-V/def2-TZVPD)
O 1.191 2.655 -0.314
C 0.074 -0.149 0.091
C 1.101 -0.809 -0.392
C 1.174 -2.302 -0.584
H -1.782 2.255 -0.319
H 2.139 -2.677 -0.242
H -1.933 1.862 1.414
H 0.388 -2.798 -0.014
H 1.979 -0.255 -0.702
O 0.911 1.922 2.122
P 0.411 1.941 0.726
H -1.429 3.490 0.909
C -1.381 2.429 0.673
H 1.065 -2.576 -1.636
H -0.824 -0.633 0.458
```

***

b comes first in stability; the runner-up is 327.4 kJ/mol higher.

***

## a
An isolated ion of composition C6H14N3 and charge +1, computed with ωB97M-V/def2-TZVPD.

**Net charge**: +1
**Orbital gap**: 10.18 eV
**SMILES**: CC(C)N1CCNC1=[NH2+]
**E_LUMO**: -3.04 eV

The geometry in XYZ format:
```
23
C6H14N3 (ωB97M-V/def2-TZVPD)
H 0.053 -1.358 1.441
C -1.546 0.839 0.995
C 2.021 -1.409 0.281
H 2.544 -1.965 1.041
H -3.225 -0.470 -0.740
N 1.297 2.053 -0.230
H -0.685 1.120 1.557
C -1.248 0.432 -0.458
N 2.316 0.051 0.209
H -1.938 -1.639 -0.863
H -1.093 1.427 -1.085
C 1.320 0.752 -0.154
C -2.172 -0.574 -1.077
C 0.461 -1.407 0.340
H -0.141 -2.173 -0.126
H -2.087 -0.470 -2.181
H -2.409 1.546 1.068
H -1.990 -0.136 1.465
H 2.554 -1.935 -0.707
H 3.200 0.504 0.417
N 0.085 -0.150 -0.415
H 0.392 2.563 -0.547
H 2.292 2.398 -0.234
```

***

## b
C6H14N3 as an isolated structure, computed with ωB97M-V/def2-TZVPD.

**Net charge**: +1
**Orbital gap**: 8.48 eV
**E_LUMO**: -4.35 eV

The geometry in XYZ format:
```
23
C6H14N3 (ωB97M-V/def2-TZVPD)
C 2.111 1.239 -0.988
N -2.501 0.097 -0.107
C 2.043 -1.909 0.881
N -2.886 -0.208 -1.427
H -3.574 0.469 -1.768
H 1.786 2.102 -0.359
H -0.289 1.700 1.605
H -1.029 1.487 -0.685
C 1.327 0.166 -0.494
H 1.591 -2.815 1.448
H 3.042 -1.730 1.351
C 1.074 -0.665 0.672
H 0.824 -0.044 1.543
H 2.174 -2.300 -0.175
H -1.246 0.415 2.104
H -3.124 -0.288 0.627
C 0.110 -0.405 -0.482
N -1.160 1.124 1.432
C -1.378 0.826 0.114
H -0.458 -0.953 -1.231
H 1.735 1.598 -1.959
H 3.167 1.178 -0.793
H -3.338 -1.084 -1.310
```

***

a comes first in stability; the runner-up is 347.7 kJ/mol higher.